(1)
{
  "formula": "C6H13NO",
  "method": "wB97M-V/def2-TZVPD",
  "homo_lumo_gap_ev": 10.281,
  "smiles": "C=CN=C.CCCO",
  "total_energy_ev": -9968.718,
  "elements": ["C", "C", "C", "N", "H", "H", "H", "H", "H", "H", "C", "O", "C", "C", "H", "H", "H", "H", "H", "H", "H"],
  "coordinates": [[-2.05469, 0.52809, 1.55555], [-2.26260, -0.15978, 0.44431], [-1.19814, 2.39951, 2.51829], [-0.95521, 1.37152, 1.83254], [-2.83917, 0.50126, 2.31310], [-1.58713, -0.15314, -0.39864], [-3.14436, -0.78010, 0.38969], [-0.39314, 3.08756, 2.74938], [-2.20611, 2.67202, 2.84650], [0.37858, 0.92585, 0.17165], [0.98015, 0.21347, -1.54888], [1.21555, 0.86368, -0.30868], [0.97206, -1.30149, -1.40992], [2.33947, -1.87073, -1.04518], [1.77544, 0.53042, -2.22617], [0.04580, 0.56066, -1.99652], [0.64118, -1.75381, -2.34973], [0.24389, -1.56939, -0.64291], [2.29616, -2.95877, -1.04439], [2.66967, -1.53640, -0.06284], [3.08261, -1.57043, -1.78712]],
  "atomic_forces_ev_per_a": [[-0.59, 0.17, 0.28], [0.30, -0.07, 0.07], [0.02, 0.37, 0.00], [-0.14, -0.38, -0.60], [0.15, -0.04, 0.14], [0.09, -0.04, 0.00], [-0.07, 0.06, -0.17], [0.08, 0.00, 0.03], [0.02, -0.12, 0.15], [0.21, 0.05, 0.28], [0.03, 0.01, 0.07], [-0.07, 0.00, -0.21], [0.22, 0.05, -0.04], [-0.14, -0.04, -0.08], [0.09, -0.05, 0.01], [-0.16, 0.03, -0.02], [-0.08, 0.08, -0.02], [-0.09, -0.09, 0.02], [0.08, -0.08, 0.07], [0.00, 0.07, -0.02], [0.04, 0.01, 0.05]],
  "lowdin_charge": [-0.244, 0.035, -0.027, -0.025, 0.101, 0.035, 0.058, 0.075, 0.081, 0.027, -0.296, -0.080, -0.255, -0.110, 0.114, 0.104, 0.107, 0.092, 0.065, 0.072, 0.072]
}


(2)
{
  "formula": "C25H34BCl12FO5",
  "method": "wB97M-V/def2-TZVPD",
  "homo_lumo_gap_ev": 8.605,
  "smiles": "COB(O)c1ccc2c(c1CC(=O)F)C(=O)C=CC2=O.ClCCCl.ClCCCl.ClCCCl.ClCCCl.ClCCCl.ClCCCl",
  "total_energy_ev": -190380.512,
  "elements": ["C", "O", "B", "O", "C", "C", "C", "C", "C", "C", "C", "C", "O", "F", "C", "O", "C", "C", "C", "O", "H", "H", "H", "H", "H", "H", "H", "H", "H", "H", "Cl", "C", "C", "Cl", "H", "H", "H", "H", "Cl", "C", "C", "Cl", "H", "H", "H", "H", "Cl", "C", "C", "Cl", "H", "H", "H", "H", "Cl", "C", "C", "Cl", "H", "H", "H", "H", "Cl", "C", "C", "Cl", "H", "H", "H", "H", "Cl", "C", "C", "Cl", "H", "H", "H", "H"],
  "coordinates": [[0.69801, -1.28204, -2.31874], [0.34094, -1.96593, -1.10511], [1.37767, -2.79410, -0.69080], [1.19964, -4.13202, -0.85716], [2.64771, -2.11166, -0.02679], [3.87968, -2.37125, -0.60747], [5.01718, -1.79443, -0.08841], [4.94519, -1.00081, 1.02022], [3.71728, -0.75581, 1.65095], [2.57090, -1.30530, 1.09685], [1.20970, -1.03185, 1.72392], [1.01069, -2.10091, 2.81424], [1.22780, -3.25334, 2.55427], [0.63000, -1.71647, 4.04536], [3.73521, 0.08996, 2.89159], [2.76659, 0.31427, 3.59122], [5.04711, 0.67462, 3.34469], [6.20231, 0.43641, 2.74357], [6.24693, -0.41898, 1.52052], [7.29995, -0.60656, 0.95018], [1.39035, -0.43912, -2.13496], [-0.22676, -0.85069, -2.71297], [1.12738, -1.97048, -3.06175], [2.01982, -4.62863, -0.76249], [3.92033, -3.03062, -1.47099], [5.97488, -2.00499, -0.55573], [1.14234, -0.02311, 2.13480], [0.40244, -1.11046, 0.98766], [5.03153, 1.29325, 4.23975], [7.12556, 0.85871, 3.13255], [-2.80223, 0.28598, 5.74920], [-1.20555, 0.17086, 6.53409], [-1.30613, -0.28398, 7.96773], [-2.07056, 0.94238, 9.01319], [-0.72172, 1.14182, 6.45604], [-0.62317, -0.54699, 5.96143], [-0.30853, -0.46182, 8.36655], [-1.88020, -1.20350, 8.05452], [-2.85483, -0.21248, -1.41728], [-3.27273, -1.64285, -0.44204], [-3.54657, -2.84973, -1.30022], [-5.04754, -2.67554, -2.24975], [-4.12724, -1.38872, 0.18128], [-2.42175, -1.84329, 0.20763], [-3.67089, -3.72951, -0.67062], [-2.73011, -3.03726, -1.99490], [0.93644, 1.40521, -0.81967], [0.98471, 3.09802, -1.37262], [0.61071, 3.21754, -2.82569], [1.84741, 2.49904, -3.90225], [1.98039, 3.49202, -1.17836], [0.27404, 3.65399, -0.75867], [0.52741, 4.26306, -3.10037], [-0.33110, 2.73043, -3.03087], [-1.87205, 4.64887, -2.78454], [-3.50321, 3.95382, -2.99764], [-3.72922, 3.45666, -4.40312], [-3.80823, 4.79010, -5.58257], [-4.23198, 4.71149, -2.71951], [-3.58759, 3.12425, -2.29582], [-4.68022, 2.92910, -4.45626], [-2.94100, 2.77608, -4.71791], [-2.10944, -3.76145, -5.07964], [-3.71953, -4.47915, -5.34293], [-3.89935, -4.97242, -6.75670], [-3.96591, -3.63509, -7.93278], [-4.46632, -3.73372, -5.08069], [-3.81172, -5.31319, -4.64837], [-4.84091, -5.51352, -6.83918], [-3.09250, -5.63924, -7.05212], [-0.17309, 2.74600, 2.78548], [0.51021, 4.37049, 3.04159], [-0.36029, 5.45076, 2.45040], [-0.37532, 5.39732, 0.66820], [1.51166, 4.38632, 2.61684], [0.59346, 4.51418, 4.11807], [0.02173, 6.43016, 2.73491], [-1.38781, 5.36987, 2.79698]],
  "atomic_forces_ev_per_a": [[-0.11, 0.50, -0.26], [0.31, -0.38, -0.25], [-0.76, 0.56, 0.47], [0.50, 0.20, -0.41], [-0.16, -0.95, -0.72], [-0.26, -0.03, 0.09], [0.62, -0.71, -0.96], [0.60, 0.52, 0.67], [0.67, 0.35, 0.21], [-1.02, 0.71, 0.41], [-0.24, 0.30, 1.01], [0.56, -1.01, -1.52], [-0.52, 1.00, 1.01], [-0.02, 0.04, -0.50], [0.26, 0.29, 0.46], [0.05, -0.19, -0.22], [-0.27, -0.06, -0.01], [-0.03, -0.27, -0.33], [0.14, 0.32, 0.23], [-0.24, -0.11, 0.01], [-0.19, -0.80, -0.18], [0.18, -0.14, -0.04], [-0.16, 0.07, 0.15], [-0.14, -0.13, 0.40], [0.20, 0.12, 0.04], [-0.02, 0.22, 0.20], [0.10, -0.24, 0.01], [0.21, -0.33, 0.10], [-0.35, -0.13, -0.14], [-0.01, -0.19, -0.29], [-0.01, 0.03, -0.01], [0.14, -0.02, -0.04], [0.07, -0.08, 0.01], [-0.03, 0.00, 0.01], [-0.09, 0.02, 0.02], [0.00, -0.06, 0.00], [0.01, 0.05, -0.04], [-0.06, 0.06, -0.02], [0.00, 0.12, -0.03], [0.02, -0.08, 0.19], [0.18, -0.15, 0.02], [-0.03, 0.01, -0.05], [-0.04, 0.04, -0.10], [0.06, -0.03, -0.11], [-0.03, 0.05, 0.04], [-0.03, 0.08, -0.03], [0.00, 0.38, 0.38], [-0.10, 0.24, 0.08], [0.58, -0.27, 0.02], [0.05, -0.07, 0.02], [0.02, -0.10, -0.05], [0.11, -0.30, -0.24], [0.17, 0.01, -0.05], [0.10, -0.18, -0.07], [-0.81, 0.46, 0.05], [-0.19, -0.08, 0.14], [-0.02, -0.08, -0.01], [0.03, 0.01, -0.01], [0.06, 0.05, -0.06], [0.06, -0.03, -0.05], [-0.01, 0.03, 0.06], [0.03, 0.07, 0.00], [0.02, 0.05, 0.04], [-0.14, -0.07, 0.06], [-0.03, -0.11, 0.01], [0.03, 0.00, -0.01], [0.07, 0.05, -0.04], [0.03, -0.02, -0.04], [-0.02, 0.05, 0.05], [0.04, 0.08, 0.00], [0.00, -0.03, -0.04], [0.07, 0.02, 0.11], [0.02, 0.10, 0.15], [-0.17, 0.27, 0.18], [-0.05, -0.03, -0.07], [-0.07, 0.02, -0.01], [0.06, -0.03, -0.02], [0.00, -0.08, -0.07]],
  "lowdin_charge": [-0.111, -0.030, -0.628, 0.220, -0.028, 0.007, 0.005, -0.076, -0.019, -0.107, -0.035, -0.397, 0.162, 0.109, -0.280, 0.090, 0.025, 0.023, -0.317, 0.105, 0.011, 0.067, 0.102, 0.114, 0.127, 0.129, 0.085, 0.114, 0.122, 0.123, 0.530, -0.665, -0.664, 0.530, 0.067, 0.054, 0.072, 0.068, 0.555, -0.647, -0.651, 0.546, 0.070, 0.067, 0.077, 0.050, 0.663, -0.652, -0.741, 0.547, 0.075, -0.041, 0.023, 0.015, 0.641, -0.613, -0.658, 0.544, 0.071, 0.068, 0.075, 0.069, 0.537, -0.678, -0.667, 0.537, 0.042, 0.073, 0.072, 0.067, 0.562, -0.652, -0.637, 0.598, 0.070, 0.074, 0.074, 0.071]
}


(3)
{
  "formula": "C3H12N4O",
  "method": "wB97M-V/def2-TZVPD",
  "homo_lumo_gap_ev": 7.030,
  "smiles": "NC(N)=C(N)O.CN",
  "total_energy_ev": -11312.641,
  "elements": ["C", "N", "H", "H", "H", "H", "H", "C", "C", "N", "N", "N", "O", "H", "H", "H", "H", "H", "H", "H"],
  "coordinates": [[2.59295, -0.37859, -0.59094], [1.31651, -0.52725, -1.28794], [1.42441, -0.99029, -2.18213], [0.61938, -1.04664, -0.69558], [3.10877, -1.33148, -0.44222], [2.38894, 0.06392, 0.38460], [3.23647, 0.29895, -1.15237], [-0.76533, 1.08468, 0.24506], [-1.24069, -0.19534, 0.40118], [-0.42933, 1.85086, 1.37065], [-1.69780, -0.92148, -0.74867], [-1.73980, -0.57030, 1.68670], [-0.23639, 1.50188, -0.91607], [0.52754, 0.71826, -1.24199], [-0.12810, 2.78266, 1.12235], [-1.04891, 1.71689, 2.16136], [-1.00089, -0.91515, 2.28611], [-2.01499, -0.29283, -1.48126], [-2.44086, -1.57663, -0.53355], [-2.47188, -1.27212, 1.61470]],
  "atomic_forces_ev_per_a": [[0.00, -0.03, 0.12], [-0.75, -0.41, 0.72], [-0.17, -0.01, 0.09], [0.86, 0.44, -0.98], [0.03, 0.07, -0.01], [0.09, 0.03, -0.04], [0.02, -0.05, 0.06], [1.10, -1.89, 0.54], [-1.02, 2.05, -0.15], [0.00, -0.09, -0.27], [0.20, -0.50, -0.26], [0.05, -0.39, -0.10], [0.93, -0.66, -0.74], [-1.37, 1.04, 0.53], [-0.33, -0.06, 0.25], [0.07, 0.37, -0.20], [-0.08, -0.18, 0.07], [0.08, -0.07, 0.15], [0.11, 0.16, 0.04], [0.18, 0.18, 0.16]],
  "lowdin_charge": [-0.131, -0.054, 0.102, 0.085, 0.072, 0.081, 0.079, -0.468, -0.421, 0.098, 0.048, 0.054, -0.073, 0.091, 0.082, 0.070, 0.073, 0.082, 0.063, 0.067]
}


(4)
{
  "formula": "C7H14NO2",
  "method": "wB97M-V/def2-TZVPD",
  "charge": 1,
  "homo_lumo_gap_ev": 9.775,
  "total_energy_ev": -13060.248,
  "elements": ["C", "C", "C", "C", "C", "C", "C", "N", "O", "O", "H", "H", "H", "H", "H", "H", "H", "H", "H", "H", "H", "H", "H", "H"],
  "coordinates": [[-3.47355, 0.15844, 1.00385], [-2.19151, -0.09150, 0.93475], [-1.02840, -0.95287, -1.11273], [3.20226, 1.19057, 1.88359], [0.76826, 0.19173, -3.26418], [-1.59239, -1.29897, 0.20200], [1.86067, 0.45908, 2.19169], [0.18715, -0.49019, -1.06188], [1.12672, -0.01421, -1.91830], [1.15056, -0.18534, 1.32787], [-3.89300, 1.09107, 1.33855], [-4.12040, -0.47683, 0.42468], [-1.42528, 0.47854, 1.52667], [-1.72890, -0.74689, -1.91095], [3.34847, 1.97428, 2.55381], [4.05457, 0.56258, 2.08426], [3.18829, 1.57473, 0.86389], [0.33386, -0.74801, -3.76861], [1.66315, 0.42317, -3.77695], [0.06315, 1.01542, -3.32098], [-2.51339, -1.99279, -0.02860], [-0.96315, -1.88378, 0.82258], [0.58354, -0.70014, -0.10851], [1.39933, 0.46191, 3.11350]],
  "atomic_forces_ev_per_a": [[-0.49, 0.36, -1.29], [2.40, 0.02, 0.98], [1.00, 2.52, -0.33], [-2.07, -1.52, -0.59], [-2.22, -1.47, -0.95], [-3.99, -1.56, -0.29], [-0.53, -1.74, -5.45], [-0.63, -1.91, 0.44], [-0.13, -0.54, 1.14], [3.02, 2.31, 3.00], [0.01, -0.05, 0.70], [-0.49, -0.19, 0.04], [-0.86, -0.25, -0.86], [0.40, -0.30, -0.57], [-0.14, 1.55, 1.19], [0.20, -0.71, -0.29], [0.12, -0.30, 0.02], [0.51, 1.23, 0.96], [0.97, 0.35, -0.27], [-0.14, 0.09, -0.22], [1.72, 1.09, 0.38], [0.95, -0.33, 0.55], [0.87, 1.02, -0.84], [-0.47, 0.33, 2.56]],
  "lowdin_charge": [0.033, -0.170, 0.023, 0.001, -0.039, -0.169, -0.092, 0.071, -0.054, -0.058, 0.073, 0.067, 0.113, 0.157, 0.055, 0.089, 0.090, 0.133, 0.090, 0.101, 0.164, 0.107, 0.119, 0.096]
}